Record 1
# C4H13N2O

A cluster of 2 separate species, C4H13N2O in total (ωB97M-V/def2-TZVPD, the Open Molecules 2025 dataset).

Structure (XYZ):
```
20
C4H13N2O ωB97M-V/def2-TZVPD
N 0.82013 -0.13128 0.13690
H -0.13715 -0.54177 -1.70932
H -1.69982 1.47003 -0.69204
H 1.59693 -0.31867 -1.90710
O -1.60237 -1.32076 -0.00859
H -2.97780 0.47929 -0.78558
H 0.70899 1.03998 -1.81030
C 0.74265 0.01699 -1.33865
N 1.02969 -1.55573 0.37813
H 1.78843 0.48839 1.89841
C 1.66714 0.76039 0.84910
H -2.85213 1.67970 0.62452
H -0.69592 -1.80864 0.28987
C -1.58533 -0.17387 0.53152
H 2.60204 0.85016 0.38596
H 1.57300 -1.72420 1.19444
H 1.49250 -1.89750 -0.36772
H -1.24199 0.15129 1.45166
C -2.37533 0.91613 -0.11665
H 1.14635 1.62007 0.99542
```

## Properties
energy relative to the best compared isomer or geometry (same formula, charge and spin) = 111.9 kcal per mole
total charge = +1
E_LUMO = -4.2 eV
2S+1 = 1
electronic energy = -344.58848 Eh

natural (NBO) atomic charge list, values in e, 2 entries:
1 N -0.269
2 H 0.220

***

Record 2
# C4H13N2O

The ion C4H13N2O with charge +1 (ωB97M-V/def2-TZVPD, the Open Molecules 2025 dataset).

Structure (XYZ):
```
20
C4H13N2O ωB97M-V/def2-TZVPD
H -0.43503 -2.65942 -0.83655
N 0.03588 -0.90950 -2.05168
H -0.91187 -1.47992 1.17240
C 0.25280 -1.77488 -0.71230
H 0.76950 -1.22539 1.07118
H -0.87679 2.97275 1.79409
N 0.69165 1.04140 -0.57418
C -0.32934 0.52568 0.32194
O -0.04978 2.52092 1.64661
H -1.41989 0.91893 2.03606
C -0.40507 1.05214 1.69628
C -0.12635 -0.97632 0.52652
H -0.99988 -0.67341 -2.14327
H 0.63822 -0.09633 -2.02700
H 0.34953 0.61444 2.31009
H 1.32737 -2.03216 -0.74080
H 0.33514 -1.59250 -2.72318
H -1.19317 0.80241 -0.20601
H 0.77964 2.07930 -0.51573
H 1.56744 0.89184 -0.04445
```

## Properties
SMILES = N[C@H](CO)CC[NH3+]
energy relative to the best compared isomer or geometry (same formula, charge and spin) = 60.0 kcal per mole
total charge = +1
E_LUMO = -3.3 eV
2S+1 = 1
electronic energy = -344.67122 Eh

natural (NBO) atomic charge list, values in e, 2 entries:
1 H 0.238
2 N -0.714

***

Record 3
# C4H13N2O

The ion C4H13N2O with charge +1 (ωB97M-V/def2-TZVPD, the Open Molecules 2025 dataset).

Structure (XYZ):
```
20
C4H13N2O ωB97M-V/def2-TZVPD
N 2.42718 -0.20948 1.19872
H -1.12115 -0.60432 1.38116
C -1.26155 -0.49498 0.26022
C 0.22034 -0.31528 -0.19127
N 0.95141 -1.59222 -0.47361
H 0.25560 -2.26543 -0.99339
H -2.93231 0.79087 0.22125
H 3.28085 0.09614 0.73279
H -1.38452 1.69300 0.68299
O -1.90947 1.25666 -1.35734
H 2.49922 0.10003 2.17930
H 1.44122 -1.93298 0.36596
H 0.80517 1.08824 1.41086
H 0.15778 0.14709 -1.21311
H -2.77443 1.20549 -1.77171
H 1.67995 1.29085 0.03120
H 1.69108 -1.48034 -1.22413
C -1.88839 0.94564 -0.01734
C 1.21881 0.48691 0.67406
H -1.70811 -1.30386 -0.37423
```

## Properties
SMILES = NC[C@@H]([NH3+])CCO
energy relative to the best compared isomer or geometry (same formula, charge and spin) = 64.0 kcal per mole
total charge = +1
E_LUMO = -3.4 eV
2S+1 = 1
electronic energy = -344.66481 Eh

natural (NBO) atomic charge list, values in e, 2 entries:
1 N -0.874
2 H 0.231

***

Record 4
# C4H13N2O

A cluster of 2 separate species, C4H13N2O in total (ωB97M-V/def2-TZVPD, the Open Molecules 2025 dataset).

Structure (XYZ):
```
20
C4H13N2O ωB97M-V/def2-TZVPD
H -0.05671 2.25843 -0.58173
H 0.34571 0.43034 -1.82630
H -1.35511 -1.15911 0.10447
H -1.70545 -0.61444 -1.55330
O 3.01104 -2.25580 1.12557
H 1.57168 -0.87149 0.47318
H -0.79370 2.55907 1.11985
H 3.94486 -2.06710 1.26088
H 2.11354 0.38515 -0.47605
N 1.29471 -0.04656 -0.06666
N -2.80512 0.81224 0.50599
C 0.32158 -0.42719 -1.18043
C -1.53503 0.91048 -0.02118
H -3.40454 0.10456 0.10918
H 0.80290 0.62683 0.54513
H -3.26869 1.70878 0.49487
C -0.76708 2.00549 0.19944
C -1.11635 -0.41247 -0.65414
H 0.68815 -1.37155 -1.56380
H 2.71361 -2.57564 1.98503
```

## Properties
energy relative to the best compared isomer or geometry (same formula, charge and spin) = 47.7 kcal per mole
total charge = +1
E_LUMO = -3.0 eV
2S+1 = 1
electronic energy = -344.69089 Eh

natural (NBO) atomic charge list, values in e, 2 entries:
1 H 0.204
2 H 0.224

***

Record 5
# C4H13N2O

A cluster of 2 separate species, C4H13N2O in total (ωB97M-V/def2-TZVPD, the Open Molecules 2025 dataset).

Structure (XYZ):
```
20
C4H13N2O ωB97M-V/def2-TZVPD
H -0.83140 -1.62053 -1.23821
H 0.77137 1.19032 2.19948
H 0.55990 1.95176 -2.88072
N -1.43797 -1.97384 -0.52055
H -0.46313 1.08811 -1.89905
H -0.76127 1.22434 -3.53780
H -2.27130 -2.22481 -1.04043
O 2.48451 0.35327 1.35283
H -2.71007 -0.68409 0.68837
N -0.03940 1.14448 -2.82703
H 0.98237 -0.40244 -0.25963
H -1.50166 1.29304 0.55678
C -1.02330 0.37449 0.15884
H 3.03369 0.07018 2.10241
H 0.75743 -0.57179 2.12128
C -1.66057 -0.89795 0.49280
H 0.83936 1.44113 -0.25755
C 1.10617 0.31466 1.62155
C 0.48329 0.47813 0.18166
H -1.37641 -1.34000 1.48445
```

## Properties
energy relative to the best compared isomer or geometry (same formula, charge and spin) = 132.0 kcal per mole
total charge = +1
E_LUMO = -7.8 eV
2S+1 = 1
electronic energy = -344.55655 Eh

natural (NBO) atomic charge list, values in e, 2 entries:
1 H 0.366
2 H 0.182

***

Record 6
# C4H13N2O

A cluster of 2 separate species, C4H13N2O in total (ωB97M-V/def2-TZVPD, the Open Molecules 2025 dataset).

Structure (XYZ):
```
20
C4H13N2O ωB97M-V/def2-TZVPD
H -2.24840 2.43405 0.75704
C -1.84056 1.49711 0.36180
H 0.75056 -0.49892 -2.96466
C 0.73112 -1.24908 -2.17940
C -1.84102 0.48452 1.50959
H 3.25542 -1.49710 -1.93261
C 1.59294 -0.79352 -1.02481
H -0.45740 -0.14343 2.94600
N -0.45689 0.41655 2.08806
H 0.15968 -0.02912 1.39298
H -0.33994 -1.36531 -2.02612
H 3.55727 -0.65788 -0.45106
N 2.92606 -0.90220 -1.20513
H -0.83111 1.80322 0.06557
H -0.08636 1.33893 2.26884
O 1.12039 -0.25093 -0.02969
H -2.55990 0.84238 2.23588
H -2.09106 -0.53769 1.22647
H -2.42844 1.33710 -0.53724
H 1.08765 -2.22871 -2.50149
```

## Properties
energy relative to the best compared isomer or geometry (same formula, charge and spin) = 9.2 kcal per mole
total charge = +1
E_LUMO = -2.9 eV
2S+1 = 1
electronic energy = -344.75214 Eh

natural (NBO) atomic charge list, values in e, 2 entries:
1 H 0.229
2 C -0.655

***

Record 7
# C4H13N2O

A cluster of 2 separate species, C4H13N2O in total (ωB97M-V/def2-TZVPD, the Open Molecules 2025 dataset).

Structure (XYZ):
```
20
C4H13N2O ωB97M-V/def2-TZVPD
N 1.81489 1.76717 1.49425
H -0.44725 -0.04659 -1.31430
H -2.96791 -0.52004 -0.18888
H 0.39766 1.96035 -0.02928
H 1.18529 0.31554 0.08305
H 2.94118 2.14309 -0.18937
C -1.14077 -1.54085 0.04000
H -0.02763 0.81875 1.24231
C 0.80188 1.17926 0.62660
C -0.62908 -1.12493 -1.34357
H -1.44810 -1.27982 -2.05786
H -1.78704 0.35918 0.61982
H -0.34092 -1.50099 0.77197
C 2.86221 2.14481 0.90279
H 3.73070 2.49830 1.44533
H -1.65439 -2.49039 -0.06689
H 0.98673 -1.40869 -2.31308
H -2.56553 -0.81822 1.42104
O 0.50029 -1.89046 -1.63930
N -2.21222 -0.56547 0.49538
```

## Properties
energy relative to the best compared isomer or geometry (same formula, charge and spin) = 76.5 kcal per mole
total charge = +1
E_LUMO = -3.8 eV
2S+1 = 1
electronic energy = -344.64494 Eh

natural (NBO) atomic charge list, values in e, 2 entries:
1 N -0.397
2 H 0.170

***

Record 8
# C4H13N2O

A cluster of 2 separate species, C4H13N2O in total (ωB97M-V/def2-TZVPD, the Open Molecules 2025 dataset).

Structure (XYZ):
```
20
C4H13N2O ωB97M-V/def2-TZVPD
O 0.84663 -2.87991 2.30950
C 0.78077 0.53639 -0.88765
H 0.97113 -3.80182 1.95926
H -1.03037 -0.04548 0.79446
N -0.22339 -0.51429 1.17333
H -0.19345 -1.33870 1.80196
H -1.65536 2.70578 -0.24431
H 1.53272 1.10380 -0.20718
N -1.09891 1.85258 -0.04015
H 0.21634 0.27581 1.68287
H 1.24150 0.24541 -1.86103
H -1.65912 2.44419 -2.45645
H -0.25856 2.24649 0.39330
C -0.60247 1.24017 -1.21358
H -0.27847 -1.58671 -0.59113
H -0.51248 1.17079 -3.39631
H 1.14351 -2.92766 3.19385
C 0.40247 -0.83811 -0.14065
H 1.39697 -1.46342 0.20746
C -1.01948 1.57469 -2.47755
```

## Properties
energy relative to the best compared isomer or geometry (same formula, charge and spin) = 65.6 kcal per mole
total charge = +1
E_LUMO = -3.1 eV
2S+1 = 1
electronic energy = -344.66224 Eh

natural (NBO) atomic charge list, values in e, 2 entries:
1 O -0.978
2 C -0.464

***

Record 9
# C4H13N2O

A cluster of 2 separate species, C4H13N2O in total (ωB97M-V/def2-TZVPD, the Open Molecules 2025 dataset).

Structure (XYZ):
```
20
C4H13N2O ωB97M-V/def2-TZVPD
H -1.63195 0.52589 -2.16465
H -0.88990 0.45909 0.36876
H -2.25295 -1.70963 -0.13581
C 1.12092 -1.03811 1.09563
H 1.16596 3.55091 -0.25233
H -0.77529 -1.00854 -2.25314
H 1.69384 -1.94713 1.23130
H 2.28884 2.91162 0.53712
H -3.37413 -0.52829 -0.74857
H 0.58821 -1.80351 -0.72083
O 1.38007 2.75608 0.25689
H -2.85749 -1.85060 -1.79656
H 0.88379 0.90834 1.33089
C -2.53199 -1.15144 -1.02901
H 0.33317 0.79224 -0.90389
H 1.65384 -0.03438 2.67396
C -0.35331 0.05266 -0.48870
N 1.13857 0.05743 1.82011
N 0.43638 -1.09494 -0.02907
C -1.34294 -0.34619 -1.58839
```

## Properties
energy relative to the best compared isomer or geometry (same formula, charge and spin) = 21.4 kcal per mole
total charge = +1
E_LUMO = -3.3 eV
2S+1 = 1
electronic energy = -344.73277 Eh

natural (NBO) atomic charge list, values in e, 2 entries:
1 H 0.239
2 H 0.214

***

Record 10
# C4H13N2O2

A cluster of 2 separate species, C4H13N2O2 in total (ωB97M-V/def2-TZVPD, the Open Molecules 2025 dataset).

Structure (XYZ):
```
21
C4H13N2O2 ωB97M-V/def2-TZVPD
C 0.50507 0.22607 -1.75576
C -0.45389 -1.92047 -2.49890
H 1.38632 0.85762 2.73811
H -0.55754 1.56836 -0.54161
N 0.59527 0.26327 0.82820
C 0.77341 1.31794 1.92275
H -0.24601 -0.40388 1.06269
O -1.34172 -0.07270 3.85680
H -0.95295 0.68085 3.19483
O -0.35929 1.69054 2.35375
H -1.60314 -0.89093 3.50736
H 1.19287 1.83739 -0.53975
C 0.37055 1.04305 -0.44623
H -1.25810 -0.77868 -1.17001
H -1.39317 -2.34988 -2.91548
H 1.46127 -0.52626 -1.63051
H 0.26029 -2.16675 -3.35944
H 0.90100 0.88879 -2.56626
H -0.00777 -2.67987 -1.72642
N -0.71157 -0.65309 -1.94004
H 1.43907 2.06866 1.62592
```

## Properties
energy relative to the best compared isomer or geometry (same formula, charge and spin) = 58.2 kcal per mole
total charge = -1
E_LUMO = 3.5 eV
2S+1 = 1
electronic energy = -420.12614 Eh

natural (NBO) atomic charge list, values in e, 2 entries:
1 C -0.214
2 C -0.412

***

Record 11
# C4H13N2O2

A cluster of 2 separate species, C4H13N2O2 in total (ωB97M-V/def2-TZVPD, the Open Molecules 2025 dataset).

Structure (XYZ):
```
21
C4H13N2O2 ωB97M-V/def2-TZVPD
N 0.06455 -0.08392 0.08107
C 1.00647 -1.17252 0.27984
H 0.27868 -2.75804 -1.00961
H 1.86096 -1.06360 -0.38093
H 0.51780 2.46067 1.07342
C 0.72655 2.53438 -0.03180
O 1.89889 3.05220 -0.36610
H -0.18138 1.26824 -1.49824
H 1.01250 -3.34381 0.38740
H -1.58531 2.02865 -0.28499
N -0.90237 -2.77258 0.74326
H -0.97026 -2.41307 1.68954
H 1.47945 -1.13664 1.27813
C 0.54631 1.05138 -0.70267
C 0.35341 -2.53348 0.05702
O -2.45406 1.85334 -0.67627
H -0.14556 3.09055 -0.48675
H -0.57498 0.03718 0.84448
H -2.79977 1.13604 -0.13435
H 1.49149 0.92789 -1.22332
H -1.62336 -2.16286 0.36088
```

## Properties
energy relative to the best compared isomer or geometry (same formula, charge and spin) = 50.2 kcal per mole
total charge = -1
E_LUMO = 3.5 eV
2S+1 = 1
electronic energy = -420.13888 Eh

natural (NBO) atomic charge list, values in e, 2 entries:
1 N -0.685
2 C -0.222

***

Record 12
# C4H13N2O2

A cluster of 2 separate species, C4H13N2O2 in total (ωB97M-V/def2-TZVPD, the Open Molecules 2025 dataset).

Structure (XYZ):
```
21
C4H13N2O2 ωB97M-V/def2-TZVPD
O -0.36882 -1.06256 1.25561
H 1.46299 2.12082 -0.09032
H 0.12459 2.68008 0.74609
C 0.61531 1.72305 0.43195
H -1.01659 0.60694 0.19056
O -1.32232 -2.85770 -0.08119
H -0.49621 1.87069 -2.73280
C 1.04334 0.93486 1.69735
H 0.01691 -0.70299 -1.46044
H 0.36378 1.14712 2.52737
C 0.89793 -0.68850 1.58969
H -0.57651 -2.23393 0.32068
H 1.67374 -1.18254 0.95307
H 1.04989 -0.94110 2.63260
H 1.26865 0.22636 -1.51090
N -0.34796 0.83968 -2.84302
H 2.07587 1.27112 1.96014
C 0.17166 0.36975 -1.51451
N -0.42342 1.15416 -0.44047
H -1.28182 0.43594 -2.81873
H -2.06148 -2.55126 0.44903
```

## Properties
energy relative to the best compared isomer or geometry (same formula, charge and spin) = 32.5 kcal per mole
total charge = -1
E_LUMO = 4.1 eV
2S+1 = 1
electronic energy = -420.16704 Eh

natural (NBO) atomic charge list, values in e, 2 entries:
1 O -0.963
2 H 0.173

***

no.,F_max (hartree/bohr),orbital gap (eV)
1,0.081,9.432
2,0.074,10.740
3,0.075,10.741
4,0.037,8.983
5,0.113,6.132
6,0.030,11.065
7,0.019,9.115
8,0.094,9.404
9,0.047,11.652
10,0.110,6.971
11,0.046,5.844
12,0.053,7.525